Entry 1:
Molecular formula: C5H8N2
Method: DFT, ωB97M-V/def2-TZVPD

Computed properties:
highest occupied orbital energy (spin up / spin down): -7.06 / -7.11 eV
ΔE to the lowest compared entry with this formula, charge and spin: 76.8 kcal/mol
net charge: 0
calculated total energy: -304.71311 Eh
largest force on an atom: 1.1 eV/Å

```
15
Properties=species:S:1:pos:R:3:mulliken_charge:R:1
C -1.21240 -1.41169 -0.33083 -1.018
C -1.04922 0.05418 -0.52823 -0.158
C -0.08689 1.92207 0.49508 -0.557
N 0.01800 0.73604 -0.12328 0.053
C 1.35134 0.14792 -0.28138 -0.822
C 1.69966 -0.68664 0.87412 0.444
N 1.93514 -1.37857 1.76926 -0.403
H -0.41578 -1.85868 0.27216 0.280
H -1.30496 -1.98885 -1.25639 0.239
H -2.13902 -1.56262 0.23105 0.315
H -1.92678 0.65910 -0.70252 0.461
H 0.64655 2.68486 0.28625 0.195
H -1.01805 2.14289 0.99945 0.301
H 1.37310 -0.45308 -1.19556 0.309
H 2.06154 0.97123 -0.37317 0.360
```


Entry 2:
Molecular formula: C5H8N2
Method: DFT, ωB97M-V/def2-TZVPD

Computed properties:
highest occupied orbital energy: -7.54 eV
ΔE to the lowest compared entry with this formula, charge and spin: 145.6 kcal/mol
net charge: 0
calculated total energy: -304.60344 Eh
largest force on an atom: 0.5 eV/Å

```
15
Properties=species:S:1:pos:R:3:mulliken_charge:R:1
C -1.14807 -1.64981 0.72477 -1.249
C -0.28412 -0.47849 0.37529 0.270
C -0.54305 0.90475 0.44399 0.260
C -0.09436 1.96453 -0.50077 -0.905
N 0.21442 1.46843 -1.68996 -0.118
C 1.55129 0.67463 0.85876 -0.497
N 1.07893 -0.51973 0.39021 0.033
H -1.14415 -1.84695 1.80533 0.274
H -2.18262 -1.48075 0.41371 0.314
H -0.80285 -2.56347 0.22447 0.354
H -1.36870 1.24179 1.07929 0.407
H 0.13077 0.48187 -1.95016 0.200
H 0.49514 2.09396 -2.42944 0.245
H 2.45553 0.96787 0.27598 0.177
H 1.64184 -1.25861 -0.02150 0.236
```


Entry 3:
Molecular formula: C5H8N2
Method: DFT, ωB97M-V/def2-TZVPD

Computed properties:
highest occupied orbital energy: -9.29 eV
ΔE to the lowest compared entry with this formula, charge and spin: 68.6 kcal/mol
SMILES string: C/N=C/[C@]1(C)C=N1
net charge: 0
calculated total energy: -304.72610 Eh
largest force on an atom: 0.9 eV/Å

```
15
Properties=species:S:1:pos:R:3:mulliken_charge:R:1
C -2.65603 -0.53883 -0.48406 -0.663
N -1.46449 0.24962 -0.29392 -0.298
C -0.38270 -0.34283 -0.02487 -0.238
C 0.86843 0.43169 0.22085 0.970
C 2.17919 -0.22233 -0.19707 -1.295
C 0.98891 1.51609 1.16735 -0.384
N 0.65311 1.96556 0.05266 -0.501
H -3.09806 -0.30538 -1.45851 0.240
H -3.37690 -0.23150 0.28126 0.240
H -2.49107 -1.62573 -0.40526 0.303
H -0.29784 -1.44322 -0.01678 0.259
H 2.61686 0.24774 -1.08125 0.310
H 2.04596 -1.28920 -0.40808 0.371
H 2.90548 -0.14335 0.62184 0.332
H 1.47583 1.86475 2.06727 0.356
```


Entry 4:
Molecular formula: C5H8N2O
Method: DFT, ωB97M-V/def2-TZVPD

Computed properties:
highest occupied orbital energy (spin up / spin down): -7.63 / -7.63 eV
ΔE to the lowest compared entry with this formula, charge and spin: 64.1 kcal/mol
SMILES string: C=C/C(N)=C(\N)C=O
net charge: 0
calculated total energy: -379.98601 Eh
largest force on an atom: 3.9 eV/Å

```
16
Properties=species:S:1:pos:R:3:mulliken_charge:R:1
C -0.57562 0.94245 0.10529 0.375
C 0.39063 0.04971 -0.38381 0.707
N -0.30931 1.87808 1.12206 -0.552
C -1.89375 0.84942 -0.42087 -0.170
C 1.27323 -0.63575 0.55172 -0.275
C 1.82177 -1.83171 0.33298 -0.866
O -2.24137 -0.00559 -1.26337 -0.601
N 0.15550 -0.52787 -1.59452 -0.788
H -0.54645 -1.37230 -1.45603 0.329
H 0.51980 1.70647 1.66924 0.232
H -1.09233 2.10052 1.72094 0.220
H -0.47203 -0.01078 -2.20752 0.350
H -2.53851 1.70951 -0.17659 0.341
H 1.33173 -0.20941 1.54503 0.121
H 1.65920 -2.38092 -0.58125 0.303
H 2.51749 -2.26182 1.03670 0.275
```